(1)
146
Properties=species:S:1:pos:R:3:lowdin_charge:R:1 method="wB97M-V/def2-TZVPD" homo_ev="-6.456 / -6.502" s_squared=0.76 total_energy_ev=-194483.9925 gap_ev="6.37 / 5.96" multiplicity=2 mol_weight_da=1136.16 total_charge=0
Ti -0.300 -0.459 0.551 0.708
N 2.071 2.219 -0.307 -0.255
P 1.103 1.876 1.135 0.800
C 0.196 3.515 0.868 -0.257
C -1.188 3.662 0.868 -0.103
C -1.784 4.925 0.836 -0.076
C -1.001 6.062 0.801 -0.070
C 0.384 5.932 0.787 -0.076
C 0.971 4.679 0.812 -0.131
C 2.312 2.493 2.405 -0.268
C 1.854 3.231 3.495 -0.082
C 2.732 3.668 4.477 -0.070
C 4.087 3.375 4.382 -0.080
C 4.553 2.633 3.307 -0.069
C 3.669 2.188 2.330 -0.082
P 1.886 1.803 -2.022 1.071
C 1.940 3.400 -2.954 -0.360
C 2.046 3.256 -4.346 -0.117
C 1.955 4.352 -5.187 -0.088
C 1.736 5.623 -4.658 -0.095
C 1.610 5.775 -3.288 -0.081
C 1.709 4.669 -2.444 -0.082
C 3.611 1.256 -2.341 -0.369
C 4.719 2.027 -1.979 -0.091
C 6.002 1.596 -2.279 -0.078
C 6.191 0.395 -2.958 -0.083
C 5.097 -0.374 -3.326 -0.077
C 3.811 0.056 -3.013 -0.102
H 3.015 1.948 -0.048 0.011
H -1.836 2.789 0.870 0.050
H -2.862 5.010 0.846 0.090
H -1.461 7.043 0.781 0.106
H 1.013 6.814 0.750 0.109
H 2.049 4.602 0.811 0.108
H 0.801 3.480 3.576 0.113
H 2.355 4.240 5.316 0.107
H 4.773 3.714 5.147 0.105
H 5.605 2.389 3.227 0.107
H 4.062 1.572 1.524 0.102
H 2.207 2.268 -4.771 0.102
H 2.045 4.220 -6.257 0.101
H 1.663 6.481 -5.313 0.100
H 1.430 6.757 -2.865 0.102
H 1.601 4.801 -1.380 0.059
H 4.575 2.980 -1.479 0.109
H 6.856 2.199 -1.997 0.102
H 7.193 0.063 -3.199 0.101
H 5.243 -1.312 -3.847 0.100
H 2.950 -0.550 -3.281 0.095
N -0.211 1.278 2.140 -0.116
N 1.742 0.092 1.366 -0.058
C 2.259 -0.470 0.175 -0.783
O 3.414 -0.821 0.015 0.073
O 1.295 -0.536 -0.689 -0.227
H -0.961 1.936 2.258 0.032
H 0.110 0.929 3.031 0.044
H 2.397 -0.002 2.131 0.098
C -1.473 1.118 -3.930 -0.028
N -1.294 0.518 -2.609 -0.080
C -1.213 1.504 -1.554 -0.147
C -1.277 -0.828 -2.421 -0.352
N -1.012 -1.368 -1.257 -0.010
C -1.163 -2.791 -1.126 -0.243
C -2.385 -3.368 -1.471 -0.071
C -2.579 -4.738 -1.461 -0.089
C -1.522 -5.558 -1.080 -0.082
C -0.343 -4.988 -0.634 -0.019
C -0.144 -3.598 -0.591 -0.231
N 0.920 -3.068 0.156 0.152
C 2.100 -3.618 0.090 -0.391
N 2.889 -3.705 1.192 -0.126
C 2.304 -3.545 2.510 -0.028
C 4.322 -3.451 1.122 -0.062
N 2.619 -4.150 -1.063 -0.136
C 3.514 -5.289 -1.093 -0.060
C 2.283 -3.575 -2.348 -0.046
N -1.541 -1.545 -3.581 -0.180
C -2.881 -1.503 -4.144 -0.063
C -0.707 -2.655 -3.999 -0.036
H -0.897 2.045 -3.960 0.082
H -2.520 1.354 -4.135 0.090
H -1.097 0.454 -4.701 0.092
H -0.664 2.372 -1.919 0.070
H -0.639 1.152 -0.704 -0.013
H -2.181 1.822 -1.202 0.009
H -3.197 -2.703 -1.734 0.103
H -3.540 -5.156 -1.735 0.103
H -1.630 -6.636 -1.089 0.101
H 0.440 -5.622 -0.234 0.117
H 1.265 -3.866 2.503 0.082
H 2.869 -4.149 3.224 0.098
H 2.340 -2.503 2.836 0.076
H 4.627 -3.269 0.096 0.081
H 4.890 -4.285 1.540 0.090
H 4.554 -2.546 1.688 0.084
H 3.563 -5.754 -0.112 0.090
H 4.524 -5.013 -1.406 0.086
H 3.131 -6.028 -1.803 0.091
H 1.868 -2.580 -2.193 0.070
H 1.567 -4.196 -2.896 0.086
H 3.194 -3.479 -2.945 0.093
H -3.503 -0.799 -3.591 0.094
H -3.347 -2.491 -4.072 0.087
H -2.866 -1.208 -5.198 0.088
H 0.260 -2.583 -3.514 0.063
H -0.551 -2.589 -5.081 0.095
H -1.147 -3.630 -3.767 0.089
C -4.213 2.896 -0.926 -0.232
Si -4.448 1.628 0.447 0.178
C -4.659 2.670 1.997 -0.227
C -6.076 0.889 -0.123 -0.246
As -3.003 -0.180 0.651 0.830
Si -4.201 -1.058 2.488 0.252
C -5.919 -0.373 2.830 -0.233
C -4.553 -2.871 2.119 -0.221
C -3.365 -0.888 4.155 -0.210
H -5.126 3.506 -0.897 0.045
H -4.168 2.423 -1.915 0.026
H -3.357 3.566 -0.836 0.001
H -5.713 2.935 2.147 0.036
H -4.093 3.601 1.909 0.002
H -4.310 2.154 2.895 0.017
H -6.939 1.472 0.224 0.040
H -6.207 -0.142 0.194 -0.005
H -6.076 0.893 -1.218 0.025
H -6.664 -0.755 2.132 0.018
H -5.994 0.716 2.831 0.001
H -6.182 -0.728 3.833 0.040
H -5.628 -3.005 1.957 0.027
H -4.255 -3.512 2.955 0.022
H -4.040 -3.225 1.222 0.003
H -3.908 -0.157 4.765 0.029
H -2.326 -0.564 4.083 0.003
H -3.378 -1.848 4.682 0.034
N -0.992 -5.214 6.420 0.139
C -0.926 -4.460 5.553 -0.179
C -0.834 -3.507 4.459 -0.248
C -1.510 -3.733 3.262 -0.045
C -1.408 -2.817 2.227 -0.166
C -0.619 -1.657 2.301 -0.256
C 0.038 -1.480 3.523 -0.174
C -0.063 -2.361 4.590 -0.053
H -2.113 -4.625 3.146 0.122
H -1.965 -3.037 1.327 0.063
H 0.696 -0.632 3.679 0.074
H 0.471 -2.176 5.514 0.120

=====

(2)
67
Properties=species:S:1:pos:R:3:lowdin_charge:R:1 method="wB97M-V/def2-TZVPD" homo_ev=-13.323 total_energy_ev=-266780.4285 gap_ev=7.41 multiplicity=1 mol_weight_da=928.30 total_charge=+2
Bi -0.104 0.855 -0.173 1.923
C -1.424 -0.965 -2.626 -0.170
C -1.976 -1.442 -1.286 -0.145
N -2.109 -0.341 -0.298 -0.185
C -3.320 0.514 -0.394 -0.216
C -3.294 1.517 -1.540 -0.361
S -1.728 2.471 -1.687 0.915
C -1.187 2.027 -3.372 -0.396
C -0.078 0.972 -3.403 -0.252
N -0.254 -0.104 -2.413 -0.233
H -1.158 -1.849 -3.211 0.128
H -2.182 -0.430 -3.195 0.111
H -2.938 -1.937 -1.433 0.142
H -1.282 -2.160 -0.849 0.123
H -2.119 -0.776 0.622 0.116
H -4.206 -0.116 -0.502 0.144
H -3.390 1.055 0.542 0.111
H -3.473 1.055 -2.507 0.076
H -4.082 2.249 -1.372 0.100
H -2.074 1.718 -3.921 0.085
H -0.829 2.947 -3.831 0.094
H -0.036 0.570 -4.419 0.136
H 0.888 1.441 -3.202 0.128
H 0.609 -0.692 -2.457 0.065
Br 4.620 -3.260 2.976 0.835
C 3.836 -2.289 1.569 -0.677
C 3.646 -0.926 1.682 -0.098
C 2.990 -0.298 0.640 -0.180
N 2.540 -0.908 -0.455 0.074
C 2.811 -2.217 -0.600 -0.192
C 3.444 -2.938 0.411 -0.054
C 2.488 -2.897 -1.897 -0.194
C 2.981 -4.166 -2.189 -0.047
C 2.737 -4.720 -3.434 -0.665
Br 3.381 -6.438 -3.832 0.845
C 2.027 -3.999 -4.377 -0.079
C 1.552 -2.760 -3.991 -0.118
N 1.759 -2.222 -2.790 0.081
H 3.993 -0.374 2.545 0.118
H 2.823 0.777 0.701 0.098
H 3.641 -3.994 0.316 0.103
H 3.566 -4.733 -1.484 0.101
H 1.846 -4.385 -5.370 0.117
H 0.974 -2.166 -4.692 0.113
Br -4.193 6.463 2.639 0.787
C -2.639 5.526 3.170 -0.666
C -1.910 5.960 4.267 -0.086
C -0.768 5.267 4.647 -0.040
C -0.351 4.157 3.932 -0.004
C -1.095 3.728 2.836 -0.143
C -2.247 4.414 2.452 -0.065
C -0.637 2.576 2.041 -0.575
O 0.506 2.081 2.160 -0.102
O -1.465 2.058 1.174 -0.274
H -2.230 6.833 4.818 0.115
H -0.198 5.605 5.502 0.120
H 0.542 3.617 4.216 0.121
H -2.824 4.083 1.601 0.104
C 0.311 -2.873 2.844 0.032
C 0.301 -1.447 2.388 -0.515
N 0.624 -0.512 3.261 0.241
O -0.024 -1.199 1.188 -0.181
H 0.828 -2.999 3.794 0.094
H 0.783 -3.499 2.089 0.093
H -0.720 -3.215 2.959 0.105
H 0.851 -0.763 4.209 0.139
H 0.642 0.476 3.007 0.080

=====

(3)
48
Properties=species:S:1:pos:R:3:lowdin_charge:R:1 method="wB97M-V/def2-TZVPD" homo_ev=-7.757 total_energy_ev=-41960.8771 gap_ev=8.10 multiplicity=1 mol_weight_da=374.47 smiles="CCn1c(C)c(C(C)=O)c(N2CCN(C(=O)c3ccco3)CC2)nc1=S" total_charge=0
C -0.890 3.345 4.743 -0.068
C -1.366 1.905 4.577 -0.255
N -1.018 1.397 3.263 -0.034
C -1.835 1.521 2.190 -0.174
C -3.235 2.001 2.431 0.014
C -1.420 1.147 0.932 -0.022
C -2.392 1.187 -0.201 -0.446
C -2.794 2.568 -0.685 -0.005
O -2.830 0.177 -0.701 0.105
C -0.113 0.541 0.828 -0.206
N 0.482 0.175 -0.322 -0.039
C 0.054 0.433 -1.673 -0.098
C -0.362 -0.881 -2.342 -0.100
N 0.744 -1.816 -2.295 -0.038
C 1.409 -2.072 -3.454 -0.388
O 1.067 -1.557 -4.509 0.061
C 2.535 -3.022 -3.467 -0.172
C 3.386 -3.223 -4.526 0.011
C 4.267 -4.255 -4.142 -0.046
C 3.888 -4.617 -2.885 -0.101
O 2.849 -3.882 -2.467 0.025
C 1.204 -2.057 -0.948 -0.099
C 1.614 -0.728 -0.292 -0.100
N 0.594 0.333 1.919 0.087
C 0.221 0.752 3.118 -0.818
S 1.223 0.525 4.410 0.642
H -1.159 3.706 5.731 0.078
H 0.191 3.385 4.642 0.064
H -1.335 3.999 3.996 0.067
H -2.439 1.826 4.744 0.107
H -0.846 1.274 5.304 0.053
H -3.722 1.362 3.167 0.102
H -3.820 1.952 1.520 0.075
H -3.245 3.023 2.806 0.097
H -2.460 3.349 -0.009 0.086
H -2.352 2.742 -1.665 0.089
H -3.873 2.613 -0.819 0.094
H -0.757 1.154 -1.700 0.100
H 0.906 0.854 -2.222 0.143
H -0.618 -0.712 -3.389 0.128
H -1.222 -1.304 -1.814 0.125
H 3.364 -2.688 -5.453 0.119
H 5.066 -4.671 -4.720 0.103
H 4.265 -5.357 -2.207 0.124
H 2.043 -2.746 -0.937 0.116
H 0.380 -2.496 -0.374 0.140
H 1.907 -0.880 0.746 0.118
H 2.445 -0.282 -0.848 0.137

=====

(4)
9
Properties=species:S:1:pos:R:3:lowdin_charge:R:1 method="wB97M-V/def2-TZVPD" homo_ev="-14.039 / -15.848" total_energy_ev=-15510.2722 gap_ev="6.55 / 8.79" multiplicity=1 mol_weight_da=91.03 total_charge=+1
C -0.939 -0.246 0.259 -0.285
C 0.491 -0.236 -0.513 -0.163
O -0.854 0.011 1.515 0.089
O 1.241 0.844 -0.110 -0.488
P 1.607 1.813 0.970 1.221
H -1.626 0.429 -0.301 0.174
H -1.268 -1.289 0.045 0.166
H 1.037 -1.153 -0.274 0.145
H 0.310 -0.173 -1.590 0.142

=====

(5)
18
Properties=species:S:1:pos:R:3:lowdin_charge:R:1 method="wB97M-V/def2-TZVPD" homo_ev=-8.178 total_energy_ev=-7888.3260 gap_ev=9.24 multiplicity=1 mol_weight_da=97.16 smiles="C=C(/C=C/C)NC" total_charge=0
C -0.838 2.068 1.216 0.039
C -0.340 0.919 0.721 -0.416
C 0.491 0.871 -0.508 -0.070
C 1.241 -0.226 -0.700 -0.170
C 1.701 -0.686 -2.057 -0.099
N -0.441 -0.293 1.431 -0.066
C -1.373 -1.279 0.801 -0.080
H -0.312 3.004 1.120 0.054
H -1.495 1.879 2.063 0.048
H 0.236 1.391 -1.425 0.107
H 1.636 -0.744 0.165 0.106
H 2.780 -0.715 -2.218 0.071
H 1.312 -0.056 -2.869 0.071
H 1.181 -1.638 -2.197 0.075
H -0.824 -0.154 2.358 0.103
H -2.357 -0.797 0.899 0.078
H -1.165 -1.399 -0.255 0.073
H -1.433 -2.146 1.454 0.076

=====

(6)
15
Properties=species:S:1:pos:R:3:lowdin_charge:R:1 method="wB97M-V/def2-TZVPD" homo_ev=-8.262 total_energy_ev=-19101.3243 gap_ev=9.08 multiplicity=1 mol_weight_da=120.18 smiles="CC/C(=N/S)NO" total_charge=0
C 1.940 -0.278 0.607 -0.085
C 0.970 -0.677 -0.582 -0.176
C -0.425 -0.122 -0.353 -0.486
N -1.388 -0.952 -0.285 -0.295
S -3.011 -0.493 0.138 0.700
N -0.361 1.267 -0.151 -0.033
O -1.568 1.956 -0.128 -0.080
H 2.957 -0.664 0.369 0.079
H 1.949 0.760 0.765 0.030
H 1.537 -0.813 1.489 0.084
H 1.339 -0.352 -1.565 0.108
H 0.936 -1.768 -0.587 0.103
H -3.516 -1.729 0.215 -0.171
H 0.283 1.741 -0.746 0.128
H -1.641 2.124 0.814 0.093

=====

(7)
61
Properties=species:S:1:pos:R:3:lowdin_charge:R:1 method="wB97M-V/def2-TZVPD" homo_ev="-11.060 / -11.952" s_squared=8.88 total_energy_ev=-64899.5351 gap_ev="5.98 / 6.04" multiplicity=6 mol_weight_da=653.20 total_charge=+1
Ru 0.180 0.178 0.066 1.522
C 1.359 -3.323 -2.270 0.032
C 1.400 -2.022 -1.540 -0.209
N 0.306 -1.327 -1.299 -0.106
O -0.843 -1.725 -1.890 0.041
B -1.802 -2.353 -0.931 -1.125
F -1.087 -3.073 0.012 0.170
F -2.758 -3.021 -1.600 0.225
O -2.514 -1.213 -0.154 -0.084
N -1.688 -0.498 0.618 -0.079
C -2.121 -0.103 1.779 -0.221
C -3.386 -0.592 2.384 0.023
C -1.254 0.853 2.458 -0.209
N -0.185 1.183 1.800 -0.068
O 0.623 2.065 2.377 0.083
B 2.101 2.021 2.040 -1.080
F 2.811 2.220 3.185 0.205
F 2.372 2.986 1.088 0.186
O 2.299 0.627 1.515 0.033
N 2.616 -0.194 -0.571 0.021
C 2.608 -1.492 -1.027 -0.151
C 3.841 -2.319 -0.902 0.013
C -1.600 1.428 3.782 0.033
H 0.348 -3.539 -2.596 0.096
H 1.687 -4.126 -1.608 0.113
H 2.017 -3.300 -3.138 0.106
H -3.844 -1.338 1.743 0.098
H -4.078 0.238 2.523 0.101
H -3.183 -1.029 3.362 0.106
H 4.723 -1.703 -0.742 0.093
H 3.987 -2.897 -1.814 0.097
H 3.752 -3.036 -0.080 0.113
H -1.991 0.662 4.449 0.096
H -2.369 2.195 3.652 0.116
H -0.725 1.897 4.221 0.097
N -0.748 1.421 -1.619 0.082
C -0.305 2.777 -1.553 -0.227
C -1.249 3.786 -1.443 -0.007
C -0.856 5.115 -1.424 -0.040
C 0.487 5.432 -1.530 -0.044
C 1.432 4.423 -1.598 -0.002
C 1.063 3.078 -1.602 -0.123
C 2.093 2.036 -1.446 -0.135
C 3.485 2.378 -1.623 0.014
C 4.509 1.984 -0.766 -0.046
C 4.443 1.156 0.329 0.052
C 3.336 0.214 0.681 -0.256
C 1.793 0.779 -1.047 -0.157
H -1.762 1.357 -1.643 0.030
H -0.366 0.927 -2.421 0.122
H -2.297 3.524 -1.364 0.099
H -1.603 5.891 -1.330 0.118
H 0.802 6.466 -1.539 0.116
H 2.480 4.689 -1.602 0.120
H 3.732 3.066 -2.421 0.125
H 5.467 2.461 -0.938 0.123
H 5.303 1.105 0.984 0.132
H 3.763 -0.687 1.130 0.163
S -4.061 0.207 -1.790 0.916
C -4.038 1.309 -0.577 -0.799
N -3.926 2.059 0.307 0.135

=====

(8)
53
Properties=species:S:1:pos:R:3:lowdin_charge:R:1 method="wB97M-V/def2-TZVPD" homo_ev=-9.418 total_energy_ev=-41207.4122 gap_ev=9.70 multiplicity=1 mol_weight_da=354.46 smiles="O=S1(=O)C[C@H](CCCO)[C@H](O)CO1.C1CCOC1.C1CCOC1" total_charge=0
O -1.064 -0.752 1.569 -0.268
S 0.360 -0.509 1.561 0.660
O 0.998 -0.471 2.852 -0.271
C 0.703 1.031 0.707 -0.141
C 0.897 0.973 -0.838 -0.249
C -0.306 1.556 -1.618 -0.141
C -1.520 0.639 -1.872 -0.142
C -2.565 0.753 -0.732 -0.258
O -3.292 -0.448 -0.523 -0.063
C 1.388 -0.402 -1.319 -0.337
O 1.280 -0.553 -2.731 0.000
C 0.746 -1.602 -0.662 -0.144
O 1.108 -1.672 0.736 -0.215
H 1.632 1.374 1.163 0.111
H -0.068 1.748 0.986 0.094
H 1.727 1.657 -1.035 0.140
H 0.074 1.951 -2.559 0.112
H -0.680 2.393 -1.021 0.087
H -1.272 -0.393 -2.096 0.097
H -2.008 1.023 -2.772 0.112
H -2.087 1.104 0.187 0.092
H -3.319 1.484 -1.024 0.113
H -2.660 -1.102 -0.199 0.059
H 2.453 -0.460 -1.058 0.161
H 2.010 -0.054 -3.112 0.108
H -0.339 -1.650 -0.747 0.113
H 1.143 -2.497 -1.141 0.140
C -1.316 6.367 0.822 -0.167
C -2.680 5.877 0.344 -0.164
C -2.386 4.422 0.011 -0.208
O -1.346 4.005 0.905 -0.166
C -0.792 5.148 1.566 -0.196
H -1.365 7.254 1.451 0.113
H -0.676 6.591 -0.035 0.114
H -3.407 5.938 1.157 0.116
H -3.074 6.431 -0.506 0.114
H -2.017 4.314 -1.015 0.115
H -3.249 3.768 0.139 0.115
H -1.126 5.143 2.609 0.120
H 0.296 5.075 1.552 0.117
C 1.794 -5.179 1.436 -0.165
C 1.293 -6.451 0.760 -0.169
C 2.069 -6.429 -0.549 -0.209
O 3.313 -5.782 -0.271 -0.144
C 3.256 -5.162 1.018 -0.202
H 1.664 -5.173 2.517 0.116
H 1.277 -4.308 1.028 0.095
H 1.573 -7.326 1.352 0.113
H 0.214 -6.474 0.610 0.111
H 1.538 -5.851 -1.314 0.113
H 2.266 -7.426 -0.946 0.115
H 3.875 -5.741 1.711 0.117
H 3.667 -4.154 0.948 0.114

=====

Q: Which of these has the highest multiplicity?
A: C21H22B2F4N6O4RuS

=====

Q: Which of these has the highest multiplicity?
A: C21H22B2F4N6O4RuS